(1)
Molecular formula: C4H9NO2
Method: DFT, the ωB97M-V functional and the def2-TZVPD basis

Geometry (Å):
C 2.038 0.615 -0.205
O 1.422 -0.195 0.781
C 0.106 0.185 1.117
C -0.885 -0.280 0.071
C -1.153 -1.753 -0.016
N -1.480 0.472 -0.771
O -1.149 1.820 -0.625
H 2.231 0.031 -1.112
H 1.419 1.480 -0.474
H 2.995 0.974 0.190
H 0.025 1.265 1.275
H -0.117 -0.322 2.061
H -1.605 -2.119 0.913
H -0.210 -2.292 -0.151
H -1.824 -1.973 -0.849
H -1.659 2.232 -1.334

Its spin multiplicity is 1. Its energy above the lowest of the compared OMol25 structures with the same formula, charge and spin is 75.2 kcal/mol. The calculation puts the highest occupied orbital energy at -9.579 eV. The gap between HOMO and LUMO comes out at 10.5 eV. The value obtained for the LUMO energy is 0.03481 Eh.

Atom charges from the Löwdin analysis, given in e for atoms 1 to 8: atom 1 (C): -0.09, atom 2 (O): -0.18, atom 3 (C): -0.18, atom 4 (C): -0.33, atom 5 (C): -0.04, atom 6 (N): 0.04, atom 7 (O): -0.08, atom 8 (H): 0.09

---

(2)
Molecular formula: C30H49FP2Pd
Method: DFT, the ωB97M-V functional and the def2-TZVPD basis

Geometry (Å):
Pd 0.022 0.384 0.484
C -1.913 1.631 0.466
C -2.553 0.776 -0.494
C -2.329 -0.421 1.460
C -1.838 0.898 1.723
C -2.724 -0.487 0.101
C -1.899 3.098 0.349
H -1.536 3.375 -0.643
H -1.265 3.553 1.107
H -2.908 3.531 0.461
C -1.803 1.495 3.071
H -1.601 2.571 3.041
H -1.048 0.994 3.688
H -2.777 1.371 3.579
C -2.630 -1.464 2.448
H -3.716 -1.620 2.538
H -2.221 -1.234 3.436
H -2.202 -2.421 2.119
C -3.349 -1.661 -0.517
H -4.449 -1.654 -0.430
H -2.989 -2.577 -0.037
H -3.073 -1.689 -1.577
C -3.126 1.242 -1.769
H -4.118 1.733 -1.686
H -3.255 0.407 -2.467
H -2.447 1.967 -2.237
C 1.379 0.574 -2.982
C 0.361 1.429 -3.138
C -0.242 1.679 -4.496
C -1.112 0.550 -5.131
C -1.234 -0.727 -4.337
C -0.204 -1.563 -4.223
C 1.128 -1.248 -4.863
C 1.977 -0.139 -4.171
H 0.551 1.908 -5.228
H -0.726 0.359 -6.149
H -0.892 2.565 -4.420
H 2.230 0.591 -4.959
H 1.859 0.410 -2.006
H -0.026 2.031 -2.303
H 2.918 -0.614 -3.855
H 1.742 -2.162 -4.840
H -0.256 -2.528 -3.697
H 1.006 -0.971 -5.927
H -2.124 0.966 -5.244
H -2.231 -0.910 -3.907
P 1.590 1.886 1.074
C 1.159 2.883 2.529
H 2.032 3.496 2.783
H 0.905 2.253 3.382
H 0.326 3.563 2.312
C 3.311 1.351 1.069
H 3.926 2.155 1.498
H 3.633 1.185 0.032
H 3.443 0.437 1.653
C 1.727 3.307 -0.071
H 2.164 2.997 -1.027
H 2.388 4.049 0.405
H 0.747 3.769 -0.243
P 0.825 -2.235 0.235
C -0.361 -3.493 -0.399
H 0.144 -4.376 -0.822
H -1.023 -3.054 -1.152
H -0.980 -3.840 0.445
C 2.401 -2.472 -0.673
H 2.265 -2.552 -1.759
H 2.920 -3.376 -0.319
H 3.040 -1.603 -0.461
C 1.307 -3.261 1.694
H 1.699 -4.240 1.380
H 0.459 -3.408 2.374
H 2.097 -2.735 2.235
F 1.497 -1.924 6.743
C 1.424 -1.295 5.524
C 2.370 -0.338 5.215
C 2.326 0.309 3.935
C 1.343 -0.033 3.031
C 0.439 -1.007 3.344
C 0.450 -1.640 4.611
H 3.158 -0.073 5.913
H 3.047 1.077 3.691
H -0.284 -1.372 2.610
H -0.273 -2.389 4.872

Its spin multiplicity is 5. Its charge is +2. Its energy above the lowest of the compared OMol25 structures with the same formula, charge and spin is 19.8 kcal/mol. The calculation puts the highest occupied orbital energy (spin up / spin down) at -13.578 / -13.936 eV. The gap between HOMO and LUMO (spin up / spin down) comes out at 8.8 / 4.2 eV. Its expectation value of S² is 6.019. The value obtained for the LUMO energy (spin up / spin down) is -0.17711 / -0.35609 Eh.

Atom charges from the Löwdin analysis, given in e for atoms 1 to 8: atom 1 (Pd): 0.58, atom 2 (C): -0.25, atom 3 (C): -0.15, atom 4 (C): -0.20, atom 5 (C): -0.24, atom 6 (C): -0.17, atom 7 (C): -0.01, atom 8 (H): 0.09

---

(3)
Molecular formula: C51H37N10O3PbS
Method: DFT, the ωB97M-V functional and the def2-TZVPD basis

Geometry (Å):
Pb 0.333 -1.755 0.515
C 0.264 3.576 6.359
C 0.471 4.118 5.098
C 0.480 3.298 3.979
C 0.274 1.927 4.111
C 0.057 1.392 5.377
C 0.057 2.211 6.497
C 0.281 1.035 2.915
C -0.967 0.660 2.403
C -2.229 1.188 2.864
C -3.186 0.693 2.044
C -2.518 -0.138 1.071
C -3.149 -0.717 -0.036
C -4.631 -0.552 -0.115
C -5.190 0.514 -0.815
C -6.566 0.673 -0.869
C -7.397 -0.235 -0.227
C -6.847 -1.297 0.475
C -5.470 -1.454 0.533
C -2.522 -1.314 -1.138
N -1.193 -1.589 -1.252
C -0.969 -2.059 -2.509
C 0.283 -2.349 -3.075
C 0.266 -2.949 -4.440
C 0.583 -2.179 -5.556
C 0.542 -2.730 -6.828
C 0.188 -4.061 -7.001
C -0.127 -4.835 -5.894
C -0.094 -4.282 -4.623
C 1.532 -2.036 -2.523
C 2.801 -2.242 -3.180
C 3.760 -1.766 -2.350
C 3.088 -1.261 -1.177
N 1.751 -1.467 -1.309
C 3.719 -0.638 -0.093
C 3.081 -0.033 1.000
C 3.747 0.789 1.981
C 2.790 1.262 2.815
C 1.530 0.731 2.355
N 1.750 -0.066 1.276
C 5.211 -0.589 -0.102
C 5.927 -1.469 0.705
C 7.314 -1.445 0.722
C 8.003 -0.534 -0.066
C 7.296 0.356 -0.861
C 5.909 0.328 -0.882
C -2.225 -2.136 -3.212
C -3.182 -1.675 -2.366
N -1.185 -0.166 1.344
H 0.265 4.216 7.232
H 0.623 5.183 4.979
H 0.637 3.723 2.995
H -0.112 0.326 5.478
H -0.107 1.783 7.478
H -2.343 1.880 3.682
H -4.246 0.883 2.061
H -4.537 1.226 -1.307
H -6.992 1.509 -1.409
H -8.472 -0.112 -0.268
H -7.491 -2.005 0.982
H -5.030 -2.275 1.087
H 0.855 -1.140 -5.418
H 0.781 -2.118 -7.689
H 0.155 -4.491 -7.994
H -0.405 -5.874 -6.023
H -0.341 -4.885 -3.758
H 2.929 -2.702 -4.147
H 4.825 -1.749 -2.512
H 4.804 1.001 2.004
H 2.912 1.920 3.659
H 5.387 -2.178 1.321
H 7.859 -2.135 1.353
H 9.085 -0.511 -0.055
H 7.827 1.080 -1.466
H 5.358 1.029 -1.496
H -2.351 -2.462 -4.232
H -4.237 -1.563 -2.556
N -1.707 -3.231 5.023
N -1.471 -3.768 3.783
N -2.386 -3.830 2.847
C -1.688 -4.349 1.846
N -0.408 -4.574 2.180
N -0.289 -4.213 3.427
H -2.443 -3.728 5.505
H -0.840 -3.228 5.540
H -2.103 -4.548 0.873
N -0.389 1.394 -2.082
C -0.448 2.723 -1.650
C -0.517 3.778 -2.563
C -0.494 5.090 -2.115
C -0.398 5.362 -0.758
C -0.338 4.327 0.153
C -0.359 3.011 -0.288
S -0.465 7.086 -0.229
O 0.538 7.762 -1.044
O -1.838 7.475 -0.538
O -0.157 7.056 1.197
H -0.925 1.141 -2.894
H -0.435 0.722 -1.335
H -0.587 3.561 -3.624
H -0.536 5.925 -2.803
H -0.275 4.576 1.205
H -0.316 2.187 0.419

Its spin multiplicity is 1. Its charge is -1. Its energy above the lowest of the compared OMol25 structures with the same formula, charge and spin is 3.5 kcal/mol. The calculation puts the highest occupied orbital energy at -4.622 eV. The gap between HOMO and LUMO comes out at 5.1 eV. The value obtained for the LUMO energy is 0.01747 Eh.

Atom charges from the Löwdin analysis, given in e for atoms 1 to 8: atom 1 (Pb): 1.34, atom 2 (C): -0.09, atom 3 (C): -0.06, atom 4 (C): -0.01, atom 5 (C): -0.22, atom 6 (C): -0.04, atom 7 (C): -0.09, atom 8 (C): -0.07

---

(4)
Molecular formula: C25H32NO
Method: DFT, the ωB97M-V functional and the def2-TZVPD basis

Geometry (Å):
C 3.698 -1.102 4.213
C 3.276 0.435 3.925
N 1.810 0.446 3.456
C 1.297 -0.863 3.929
C 0.020 -1.508 3.242
C -0.894 -0.254 2.590
C -2.324 0.000 3.370
O -1.044 0.941 3.463
C 2.489 -1.827 3.410
H 3.536 -1.372 5.306
H 4.741 -1.314 3.858
H 3.942 0.861 3.110
H 3.210 1.042 4.883
H 1.376 1.174 4.045
H 1.753 0.668 2.451
H 1.305 -1.041 5.050
H -0.670 -2.024 3.977
H 0.255 -2.194 2.374
H -0.885 -0.117 1.428
H -2.250 -0.112 4.496
H -3.062 0.721 2.907
H 2.354 -2.933 3.547
H 2.752 -1.595 2.322
C -4.343 2.370 -0.006
C -5.292 2.282 -1.018
C -5.145 1.341 -2.032
C -4.052 0.481 -2.028
C -3.104 0.566 -1.014
C -3.247 1.513 -0.005
H -4.456 3.106 0.782
H -6.147 2.948 -1.018
H -5.881 1.278 -2.825
H -3.939 -0.256 -2.816
H -2.253 -0.107 -1.010
H -2.505 1.583 0.783
C -5.001 2.807 -5.443
C -5.950 2.720 -6.455
C -5.803 1.779 -7.469
C -4.710 0.919 -7.465
C -3.762 1.004 -6.450
C -3.905 1.951 -5.442
H -5.115 3.543 -4.655
H -6.806 3.386 -6.455
H -6.540 1.716 -8.261
H -4.598 0.182 -8.252
H -2.911 0.332 -6.447
H -3.163 2.020 -4.654
C 6.699 -1.336 1.693
C 5.734 -1.434 0.696
C 5.866 -2.387 -0.308
C 6.958 -3.247 -0.309
C 7.921 -3.151 0.690
C 7.793 -2.193 1.689
H 6.597 -0.590 2.475
H 4.878 -0.766 0.700
H 5.118 -2.459 -1.090
H 7.059 -3.993 -1.089
H 8.771 -3.823 0.690
H 8.546 -2.114 2.465

Its spin multiplicity is 1. Its charge is +1. Its energy above the lowest of the compared OMol25 structures with the same formula, charge and spin is 77.2 kcal/mol. The calculation puts the highest occupied orbital energy at -10.640 eV. The gap between HOMO and LUMO comes out at 7.7 eV. The value obtained for the LUMO energy is -0.10979 Eh.

Atom charges from the Löwdin analysis, given in e for atoms 1 to 8: atom 1 (C): -0.12, atom 2 (C): -0.08, atom 3 (N): 0.07, atom 4 (C): -0.26, atom 5 (C): -0.06, atom 6 (C): -0.21, atom 7 (C): 0.04, atom 8 (O): -0.22

---

(5)
Molecular formula: C4H13NO3
Method: DFT, the ωB97M-V functional and the def2-TZVPD basis

Geometry (Å):
C 2.802 1.020 -0.212
O 1.258 0.137 2.016
C 1.894 0.598 -1.111
C 0.464 0.220 -0.703
C 0.397 -1.264 -0.359
O -1.000 -1.666 -0.155
N -2.482 0.616 1.352
H 3.837 1.118 -0.526
H 2.559 1.196 0.827
H 1.015 0.167 2.950
H 2.232 0.440 -2.244
H 0.174 0.831 0.192
H -0.348 0.506 -1.437
H 0.809 -2.029 -1.022
H 0.975 -1.479 0.649
H -2.488 0.494 0.376
H -1.796 0.021 1.948
H -3.450 0.501 1.792
H -2.799 -0.401 -2.200
H -1.600 -1.029 -0.696
O -2.454 0.003 -1.438

Its spin multiplicity is 1. Its energy above the lowest of the compared OMol25 structures with the same formula, charge and spin is 253.3 kcal/mol. The calculation puts the highest occupied orbital energy at -9.522 eV. The gap between HOMO and LUMO comes out at 4.1 eV. The value obtained for the LUMO energy is -0.19796 Eh.

Atom charges from the Löwdin analysis, given in e for atoms 1 to 8: atom 1 (C): 0.01, atom 2 (O): -0.13, atom 3 (C): -0.16, atom 4 (C): -0.20, atom 5 (C): -0.17, atom 6 (O): -0.03, atom 7 (N): 0.07, atom 8 (H): 0.06

---

| no. | DFT total energy (Ha) |
| --- | --- |
| 1 | -362.9657 |
| 2 | -2082.2060 |
| 3 | -3330.0582 |
| 4 | -1101.4082 |
| 5 | -440.3116 |